Entry 1:
A structure of composition C29H75N6O13V. Source: OMol25; level of theory: the ωB97M-V functional and the def2-TZVPD basis.

Geometry (Å):
O: -8.36204 -1.61856 12.37114
V: -8.24717 -2.29546 10.89235
N: -10.07162 -4.92699 10.18832
O: -9.85066 -3.73680 10.41759
O: -9.13822 -5.69035 10.00416
O: -11.18785 -5.24776 10.50748
C: -12.76417 -8.79727 13.39228
C: -13.00440 -8.24070 11.99855
C: -14.17565 -8.94100 11.35620
O: -13.34465 -6.88319 12.05178
H: -13.69006 -8.70814 13.96051
H: -11.86494 -8.37098 13.83699
H: -12.60727 -9.87500 13.43653
H: -12.10303 -8.39685 11.40591
H: -14.22879 -8.63796 10.31051
H: -15.09760 -8.77389 11.91316
H: -14.01510 -10.01438 11.25536
H: -12.98821 -6.53136 11.23279
C: -3.34745 -4.13925 10.47029
O: -4.04906 -5.06528 9.76764
C: -3.69924 -5.31439 8.40542
C: -4.31022 -6.68161 7.82995
N: -5.80071 -6.60503 7.96178
C: -6.29219 -7.88958 7.41572
C: -7.81086 -8.06014 7.80922
O: -8.58296 -8.90698 6.94349
C: -8.52443 -10.26584 7.26043
H: -3.56985 -4.30782 11.52397
H: -3.67057 -3.13841 10.18395
H: -2.25891 -4.17261 10.42487
H: -2.62680 -5.16446 8.28092
H: -4.22146 -4.53872 7.84529
H: -3.85546 -7.40322 8.50860
H: -3.88877 -6.64356 6.82544
H: -5.98849 -6.70930 8.94868
H: -5.72769 -8.69822 7.88000
H: -6.13780 -7.82179 6.33885
H: -8.39100 -7.14347 7.70304
H: -7.96129 -8.31916 8.85726
H: -9.54695 -10.43451 7.59824
H: -7.93518 -10.58834 8.11885
H: -8.16501 -10.85741 6.41843
C: -6.95599 -3.12708 8.07142
O: -7.99399 -2.40569 8.73298
C: -8.41108 -1.17554 8.11305
C: -9.67059 -0.60854 8.84362
N: -9.26483 -0.35000 10.24295
C: -10.34588 0.39952 11.05476
C: -11.53093 -0.37800 11.58586
O: -11.05998 -1.30032 12.43736
C: -11.98578 -2.20003 12.94797
H: -6.86371 -4.15508 8.42187
H: -6.01789 -2.57627 8.13969
H: -7.15499 -3.32510 7.01819
H: -8.68260 -1.30268 7.06510
H: -7.53684 -0.52454 8.11131
H: -10.47212 -1.33801 8.72732
H: -9.98878 0.34881 8.43091
H: -8.77265 0.51568 10.07430
H: -10.60514 1.19947 10.36124
H: -9.97501 1.03233 11.86105
H: -12.00300 -0.88189 10.74245
H: -12.29767 0.32907 11.90248
H: -12.58047 -1.53682 13.57615
H: -11.56173 -3.01065 13.54057
H: -12.68379 -2.63490 12.23259
C: -7.56750 -11.68897 3.06239
O: -8.24252 -10.43491 3.31299
C: -9.62969 -10.44502 3.34387
C: -10.08572 -8.97836 3.33369
N: -10.71899 -8.58858 4.58254
C: -12.13874 -8.92811 4.81236
C: -12.53056 -8.05234 6.04622
O: -11.98996 -8.64184 7.26744
C: -11.57890 -7.73254 8.34027
H: -7.69921 -11.98120 2.02058
H: -7.95968 -12.41290 3.77669
H: -6.51417 -11.61507 3.33280
H: -10.07219 -11.03675 4.14522
H: -10.04394 -10.82447 2.40979
H: -10.59600 -8.76675 2.39404
H: -9.23527 -8.29659 3.33169
H: -10.21878 -8.47552 5.45266
H: -12.22478 -9.97623 5.09897
H: -12.83761 -8.72330 4.00134
H: -13.59019 -8.03240 6.30096
H: -12.20188 -7.02852 5.86777
H: -11.05265 -6.81590 8.07398
H: -11.18902 -8.20944 9.23952
H: -12.53171 -7.39372 8.74704
C: -5.85568 -3.90688 13.28990
C: -6.63592 -4.78802 12.40340
C: -7.83953 -5.49299 13.02698
O: -8.89188 -4.66375 13.58287
C: -10.18466 -5.28047 13.82300
N: -7.08974 -4.10770 11.21213
H: -5.04643 -4.47526 13.74835
H: -6.35170 -3.34015 14.07785
H: -5.29623 -3.22148 12.65322
H: -5.99570 -5.64228 12.18325
H: -7.49939 -6.17036 13.81030
H: -8.34376 -6.08171 12.26067
H: -10.66582 -4.62537 14.54925
H: -10.09392 -6.34880 14.01938
H: -10.70252 -5.25841 12.86414
H: -7.74106 -4.81801 10.90991
H: -6.22686 -4.15289 10.68916
C: -10.82546 -4.53046 3.72111
C: -9.77052 -4.24283 4.74598
C: -10.42729 -4.34893 6.15587
O: -11.50352 -3.42068 6.38921
C: -12.24328 -3.63372 7.60422
N: -8.73927 -5.25501 4.59626
H: -10.32424 -4.44323 2.75712
H: -11.57798 -3.74651 3.63605
H: -11.22187 -5.54079 3.82207
H: -9.42584 -3.22830 4.54588
H: -9.81493 -4.13174 7.03106
H: -10.82972 -5.35526 6.27183
H: -12.94411 -2.83998 7.86289
H: -11.63469 -3.82445 8.48815
H: -12.93902 -4.46664 7.50275
H: -9.17038 -6.16838 4.59111
H: -8.08528 -5.31136 5.36387

HOMO-LUMO gap (alpha / beta) (eV): 7.011 / 8.057
2S+1: 3

***

Entry 2:
A cluster of 2 separate species, C4H13NS in total. Source: OMol25; level of theory: the ωB97M-V functional and the def2-TZVPD basis.

Geometry (Å):
C: -0.97606 -4.39910 -1.81187
C: -1.80495 -3.17589 -2.43681
S: -0.50105 -1.83708 -2.67891
H: -1.68698 -5.41470 -1.73584
H: -0.07131 -4.53178 -2.35907
H: -0.60766 -4.14531 -0.84659
H: -2.20047 -3.23428 -3.40889
H: -2.42530 -2.71933 -1.65282
H: -0.84836 -1.24400 -1.53107
C: 0.76696 1.99246 2.34972
N: 0.45837 3.36934 2.02908
C: 1.63673 4.07420 1.45019
H: -0.12807 1.35826 2.49866
H: 1.32545 2.08154 3.24268
H: 1.50006 1.67641 1.50240
H: -0.28930 3.29397 1.38302
H: 2.05725 3.73534 0.50152
H: 1.37073 5.11613 1.20038
H: 2.42397 4.00382 2.30423

HOMO-LUMO gap (eV): 9.505
SMILES string: CCS.CNC
Energy relative to the best compared isomer or geometry (same formula, charge and spin) (kJ/mol): 175.76

***

Entry 3:
An isolated molecule of C27H32N4O6S. Source: OMol25; level of theory: the ωB97M-V functional and the def2-TZVPD basis.

Geometry (Å):
C: 2.94517 0.04314 -8.13176
C: 2.16657 -1.25524 -7.97698
O: 2.39919 -1.85980 -6.70601
C: 1.67111 -1.36666 -5.67889
O: 0.81642 -0.51951 -5.79725
N: 2.02385 -1.91876 -4.49348
C: 2.95222 -3.01679 -4.33702
C: 2.20073 -4.26249 -3.85430
N: 1.46675 -3.94251 -2.64897
C: 1.80682 -4.52334 -1.47204
O: 2.64678 -5.40025 -1.40069
C: 1.07310 -4.02875 -0.26352
C: 0.07683 -4.80635 0.31136
C: -0.57477 -4.37053 1.45040
C: -0.22934 -3.16305 2.03984
C: -0.94454 -2.67122 3.27037
N: -1.41819 -1.30318 3.10243
C: -2.48143 -1.09245 2.27279
S: -3.26435 -2.29977 1.46881
N: -2.91413 0.18606 2.11551
C: -2.33988 1.27254 2.72747
C: -2.82999 2.56356 2.52735
C: -2.22921 3.64035 3.15334
O: -2.61916 4.92141 3.03578
C: -3.73717 5.23925 2.22690
C: -3.94331 6.74333 2.30338
C: -1.10160 3.42826 4.00198
O: -0.58560 4.54807 4.55624
C: 0.54614 4.42858 5.39926
C: 0.92438 5.82772 5.85770
C: -0.63231 2.14852 4.19342
C: -1.24526 1.05881 3.56222
C: -0.73629 -0.29007 3.78268
O: 0.20738 -0.55363 4.49909
C: 0.78773 -2.39986 1.47972
C: 1.43408 -2.82724 0.33567
C: 0.52105 -2.86687 -2.82374
C: 1.26039 -1.61105 -3.30449
H: 4.00650 -0.13201 -7.97177
H: 2.59229 0.77153 -7.40599
H: 2.79621 0.44048 -9.13163
H: 2.49391 -2.00104 -8.70459
H: 1.09413 -1.06710 -8.09087
H: 3.70143 -2.73487 -3.58797
H: 3.44707 -3.20909 -5.28664
H: 1.49992 -4.59654 -4.62717
H: 2.89740 -5.06819 -3.61713
H: -0.19234 -5.74778 -0.14300
H: -1.36473 -4.96842 1.87879
H: -1.80090 -3.31235 3.49259
H: -0.26084 -2.65334 4.12430
H: -3.70895 0.30903 1.50208
H: -3.68039 2.70001 1.87877
H: -4.62857 4.71314 2.59526
H: -3.54932 4.93236 1.18886
H: -4.12063 7.04019 3.33303
H: -3.05626 7.25681 1.94401
H: -4.79572 7.03155 1.69514
H: 0.30552 3.79457 6.26331
H: 1.37763 3.96908 4.84794
H: 1.15482 6.44971 4.99737
H: 0.09569 6.27769 6.39695
H: 1.79240 5.78099 6.50876
H: 0.21139 1.93435 4.82846
H: 1.07716 -1.46856 1.94507
H: 2.22805 -2.23046 -0.08991
H: -0.21111 -3.16297 -3.58473
H: -0.00315 -2.66892 -1.88906
H: 1.94546 -1.26392 -2.52310
H: 0.55579 -0.81620 -3.55174

HOMO-LUMO gap (eV): 8.407
SMILES string: CCOC(=O)N1CCN(C(=O)c2ccc(Cn3c(=S)[nH]c4cc(OCC)c(OCC)cc4c3=O)cc2)CC1
Energy relative to the best compared isomer or geometry (same formula, charge and spin) (kJ/mol): 79.92

***

Entry 4:
A cluster of 9 separate species, C18H54O18 in total. Source: OMol25; level of theory: the ωB97M-V functional and the def2-TZVPD basis.

Geometry (Å):
O: -0.06334 -3.34929 1.89611
C: -1.28362 -3.33929 2.65992
C: -2.47173 -3.02584 1.74984
O: -2.77535 -4.16017 0.92237
H: -0.13377 -4.04621 1.23426
H: -1.41308 -4.37253 3.00265
H: -1.16532 -2.58584 3.43279
H: -2.30618 -2.18994 1.07691
H: -3.31992 -2.87551 2.42911
H: -3.20970 -4.81171 1.48070
O: 0.46928 -1.95617 5.89433
C: 1.37730 -1.24633 5.02881
C: 1.28210 0.22723 5.34211
O: 0.01352 0.72670 4.98225
H: 0.68263 -2.88979 5.80423
H: 2.36173 -1.67789 5.22248
H: 1.12601 -1.42508 3.97584
H: 2.10822 0.75798 4.85334
H: 1.47996 0.31697 6.41762
H: -0.15583 1.57898 5.39096
O: -1.22424 2.36447 -6.00324
C: -2.00762 1.72573 -5.04466
C: -1.70551 2.09415 -3.59761
O: -0.42473 1.66101 -3.12845
H: -0.30407 2.08264 -5.87731
H: -3.07360 1.96756 -5.14253
H: -2.05534 0.62781 -5.11884
H: -2.50914 1.74038 -2.95112
H: -1.74267 3.19043 -3.52572
H: 0.21987 1.91784 -3.81124
O: 0.53394 0.88659 2.20729
C: 0.17700 -0.21135 1.34966
C: -0.13116 0.28834 -0.04677
O: 0.96841 0.76446 -0.79057
H: 0.34953 0.62743 3.12145
H: 0.93409 -0.99576 1.36627
H: -0.78131 -0.54252 1.76607
H: -0.89107 1.07262 0.06659
H: -0.64130 -0.51408 -0.59559
H: 0.63882 1.00924 -1.66526
O: 1.65485 1.72674 -5.05000
C: 2.16613 0.41710 -4.74852
C: 3.66212 0.32176 -5.06845
O: 3.91843 0.39508 -6.47212
H: 2.30078 2.24262 -5.53920
H: 1.99896 0.08195 -3.72348
H: 1.58962 -0.26183 -5.38386
H: 4.11078 -0.61679 -4.76107
H: 4.12963 1.16529 -4.54638
H: 3.63754 1.24581 -6.82029
O: -0.84069 -3.41661 -1.65536
C: -1.46656 -2.86110 -2.80764
C: -0.32599 -2.23650 -3.58969
O: 0.59262 -3.15441 -4.19859
H: -1.46783 -3.79481 -1.02729
H: -1.97345 -3.65015 -3.36635
H: -2.17305 -2.05112 -2.60009
H: 0.33986 -1.57752 -3.02007
H: -0.74714 -1.65473 -4.41529
H: 0.85227 -3.78117 -3.51023
O: 2.96694 -1.16007 -1.25280
C: 2.42133 -2.41493 -0.90911
C: 3.47210 -3.23425 -0.14808
O: 4.39093 -3.88096 -1.02396
H: 2.46431 -0.43311 -0.84366
H: 1.53044 -2.27812 -0.28758
H: 2.08590 -2.98883 -1.77877
H: 2.96665 -4.01615 0.43771
H: 3.99832 -2.64537 0.59714
H: 3.90694 -4.59387 -1.44826
O: -4.04953 3.22617 4.68716
C: -2.92150 2.48954 4.19968
C: -3.30378 1.61054 3.00621
O: -4.22992 0.61548 3.40244
H: -4.23029 2.93772 5.58133
H: -2.08416 3.17486 4.07696
H: -2.69771 1.73719 4.96706
H: -2.40468 1.14415 2.58289
H: -3.79549 2.13117 2.18479
H: -3.89958 0.10945 4.15122
O: 1.33229 3.53343 1.33608
C: 0.08466 4.11366 1.64041
C: -0.06400 5.56480 1.24114
O: 0.70916 6.39300 2.09929
H: 1.17025 2.57838 1.30926
H: -0.77851 3.55670 1.25996
H: -0.02967 4.09471 2.73696
H: -1.12563 5.82460 1.29535
H: 0.29418 5.66259 0.20911
H: 0.92831 7.19458 1.61896

HOMO-LUMO gap (eV): 9.616
SMILES string: OCCO.OCCO.OCCO.OCCO.OCCO.OCCO.OCCO.OCCO.OCCO
Energy relative to the best compared isomer or geometry (same formula, charge and spin) (kJ/mol): 112.97

***

Entry 5:
An isolated molecule of C3H4N2O3. Source: OMol25; level of theory: the ωB97M-V functional and the def2-TZVPD basis.

Geometry (Å):
C: 0.74902 -1.55821 -0.06853
C: 0.85873 -0.21455 0.45691
C: -0.22305 -2.32032 -0.59745
N: -0.88653 1.36836 -0.07239
N: -0.96791 2.71936 0.10123
O: -2.01797 3.18238 -0.26648
O: -0.02603 3.32633 0.55784
O: 0.26021 0.91084 0.46158
H: 1.70992 -2.04753 0.04534
H: 1.78128 -0.07597 1.02349
H: -1.22418 -1.95712 -0.75964
H: -0.01349 -3.33356 -0.88191

HOMO-LUMO gap (alpha / beta) (eV): 7.472 / 7.490
Energy relative to the best compared isomer or geometry (same formula, charge and spin) (kJ/mol): 833.58

***

Calculated total energy (eV)
-92523.42919 -16682.26866 -57601.31242 -56391.77972 -12290.35594